{
  "formula": "C23H44O5S2Si2",
  "method": "ωB97M-V with the def2-TZVPD basis set",
  "elements": ["C", "C", "C", "C", "C", "C", "C", "Si", "C", "C", "C", "C", "C", "C", "C", "C", "O", "Si", "H", "H", "H", "H", "H", "H", "H", "H", "H", "H", "H", "H", "H", "H", "H", "H", "H", "H", "H", "H", "H", "H", "H", "H", "H", "H", "H", "H", "C", "C", "C", "S", "O", "O", "C", "H", "H", "H", "H", "H", "H", "H", "H", "C", "C", "C", "S", "O", "O", "C", "H", "H", "H", "H", "H", "H", "H", "H"],
  "positions_angstrom": [[-3.848, 4.282, 5.497], [-3.247, 3.411, 4.383], [-3.655, 3.892, 2.975], [-2.791, 5.034, 2.414], [-1.274, 4.739, 2.329], [-0.919, 3.284, 1.972], [0.609, 3.073, 2.241], [1.145, 1.295, 1.899], [2.356, 0.596, 3.161], [3.656, 1.372, 3.318], [3.702, 2.732, 3.543], [4.881, 3.413, 3.688], [6.085, 2.755, 3.643], [6.062, 1.392, 3.446], [4.883, 0.713, 3.271], [4.995, -0.794, 3.045], [-0.289, 0.390, 2.011], [-0.181, -1.195, 1.496], [-3.546, 3.861, 6.463], [-4.941, 4.247, 5.436], [-3.517, 5.323, 5.438], [-3.584, 2.377, 4.506], [-2.153, 3.433, 4.449], [-4.686, 4.270, 3.053], [-3.708, 3.071, 2.249], [-3.212, 5.347, 1.452], [-2.920, 5.905, 3.074], [-0.884, 5.350, 1.504], [-0.774, 5.017, 3.262], [-1.156, 3.031, 0.933], [-1.428, 2.560, 2.613], [1.156, 3.800, 1.626], [0.754, 3.352, 3.292], [1.623, 1.211, 0.503], [1.907, 0.448, 4.153], [2.626, -0.406, 2.813], [2.794, 3.320, 3.620], [4.876, 4.490, 3.839], [7.020, 3.294, 3.757], [7.018, 0.874, 3.439], [5.976, -1.117, 3.400], [4.822, -1.069, 2.001], [4.260, -1.297, 3.684], [-1.286, -1.951, 2.124], [-0.380, -1.330, 0.036], [1.070, -1.853, 1.910], [0.202, -1.072, -3.674], [1.479, -0.437, -3.109], [2.254, -1.539, -2.378], [1.810, -3.083, -3.182], [1.091, -3.902, -2.239], [2.946, -3.591, -3.911], [0.641, -2.373, -4.333], [-0.298, -0.415, -4.383], [-0.497, -1.286, -2.861], [2.084, -0.044, -3.930], [1.255, 0.395, -2.441], [3.329, -1.393, -2.450], [1.959, -1.609, -1.332], [-0.180, -3.067, -4.500], [1.172, -2.183, -5.267], [-4.376, -5.896, -6.366], [-2.994, -6.560, -6.346], [-1.948, -5.442, -6.268], [-2.746, -4.068, -5.431], [-2.863, -2.969, -6.356], [-2.164, -3.898, -4.124], [-4.348, -4.844, -5.261], [-5.176, -6.619, -6.207], [-4.542, -5.416, -7.333], [-2.912, -7.203, -5.467], [-2.834, -7.186, -7.223], [-1.070, -5.743, -5.700], [-1.649, -5.101, -7.258], [-5.130, -4.094, -5.356], [-4.388, -5.307, -4.275]],
  "total_energy_ev": -72229.6114,
  "e_homo_ev": -8.958
}